{
  "formula": "C31H36F5MnN3SSiTe",
  "method": "ωB97M-V/def2-TZVPD",
  "homo_ev": [-1.52, -1.52],
  "multiplicity": 2,
  "s2": 0.7686,
  "homo_lumo_gap_ev": [5.565, 5.569],
  "fmax_ev_per_a": 1.4,
  "e_lumo_ev": [4.0, 4.0],
  "charge": -2,
  "elements": ["Mn", "C", "N", "C", "C", "C", "C", "C", "N", "C", "C", "C", "C", "C", "C", "H", "H", "H", "H", "H", "H", "H", "H", "H", "H", "H", "S", "C", "C", "C", "C", "C", "C", "H", "H", "H", "H", "H", "C", "Si", "C", "C", "N", "C", "C", "C", "C", "C", "C", "H", "H", "H", "H", "H", "H", "H", "H", "H", "H", "H", "H", "H", "H", "C", "Te", "C", "H", "H", "H", "H", "H", "H", "F", "C", "F", "C", "F", "F", "F"],
  "positions_angstrom": [[-0.53540, 0.03010, 0.18578], [2.05714, 0.94697, 2.37611], [0.67939, 0.54617, 2.21707], [-0.06021, 0.52065, 3.27413], [-1.41206, 0.13408, 3.21078], [-2.41005, 0.09657, 4.20020], [-3.57431, -0.28436, 3.55166], [-3.23514, -0.47043, 2.20897], [-1.94643, -0.21348, 1.99417], [2.96745, -0.25090, 2.45416], [4.10861, -0.22834, 3.24417], [4.92278, -1.34303, 3.32820], [4.61098, -2.48703, 2.61485], [3.47446, -2.51432, 1.82397], [2.66022, -1.40279, 1.74336], [2.19097, 1.55780, 3.28768], [2.34039, 1.56089, 1.51135], [0.34125, 0.82273, 4.25591], [-2.28757, 0.32828, 5.24678], [-4.55270, -0.42756, 3.98286], [-3.88270, -0.75565, 1.39524], [4.34525, 0.66654, 3.80416], [5.79873, -1.32621, 3.96189], [5.25135, -3.35570, 2.67634], [3.20623, -3.40322, 1.27357], [1.76170, -1.41509, 1.13815], [-2.60968, 0.80326, -0.81410], [-2.97808, 0.92433, -2.50806], [-2.95689, 2.15287, -3.17773], [-3.48578, 2.26287, -4.44767], [-4.03534, 1.15591, -5.08134], [-3.98844, -0.08212, -4.45417], [-3.45566, -0.19949, -3.18948], [-2.52979, 3.01178, -2.68090], [-3.49002, 3.22486, -4.95140], [-4.49802, 1.25684, -6.05634], [-4.38914, -0.95648, -4.95601], [-3.41062, -1.15429, -2.68704], [1.95549, -2.60300, -3.54797], [1.39461, -1.31705, -2.21168], [0.42381, -0.00320, -3.20229], [3.02919, -0.52036, -1.58384], [0.39721, -1.78794, -0.89036], [0.24988, -3.03390, -0.38010], [-0.70770, -3.24455, 0.63661], [-0.91518, -4.47923, 1.19947], [-0.18116, -5.58223, 0.78056], [0.76457, -5.40460, -0.21645], [0.98666, -4.16719, -0.78099], [2.19659, -2.10066, -4.48123], [1.18440, -3.33614, -3.76388], [2.84395, -3.14612, -3.23870], [1.09258, 0.73897, -3.62696], [-0.26167, 0.51431, -2.53144], [-0.17735, -0.42279, -4.00398], [3.59224, -0.06264, -2.39183], [3.67878, -1.22665, -1.07101], [2.78102, 0.26565, -0.87793], [-1.27524, -2.37543, 0.97035], [-1.66227, -4.59712, 1.97334], [-0.33885, -6.55649, 1.22552], [1.34729, -6.25312, -0.55992], [1.74576, -4.05584, -1.53710], [-3.02629, 3.99947, 0.50852], [-1.63696, 3.26951, 1.98665], [-1.45931, 5.26112, 2.88815], [-3.88621, 4.45857, 0.98400], [-3.33810, 3.12271, -0.04236], [-2.54137, 4.69494, -0.16401], [-0.91966, 5.93302, 2.23396], [-0.91295, 5.17010, 3.81846], [-2.43584, 5.68091, 3.09912], [0.61075, 1.82560, -0.45563], [0.88302, 3.25363, -0.27456], [-0.19878, 3.84921, -0.95348], [2.08505, 3.52828, -1.16032], [2.40884, 4.84736, -1.11402], [2.04569, 3.24533, -2.49778], [3.18463, 2.88456, -0.70213]]
}